Entry 1:
ORCA calculation (ωB97M-V/def2-TZVPD) on 2 unconnected molecules or ions with the total composition C5H14NOPS2 at a distorted geometry.

Its HOMO-LUMO gap is 8.284 eV. The LUMO energy is -0.87 eV. The value obtained for the HOMO energy is -9.2 eV.

Each line ends with the Löwdin charge.
Atoms and positions in Å:
C 1.48 -2.01 -1.54  -0.10
C 1.40 1.64 0.84  -0.07
C -3.92 0.15 -1.03  -0.45
C 1.22 -1.65 -0.11  -0.27
C 0.98 0.81 -0.42  -0.31
N 0.35 -0.42 -0.10  -0.41
O -1.58 1.22 2.01  -0.31
P -1.25 -0.44 0.22  0.33
S -2.03 -2.16 0.74  0.27
S -2.23 0.65 -1.38  0.64
H 1.87 -0.99 -2.04  0.10
H 2.40 -2.61 -1.48  0.07
H 0.68 -2.44 -2.26  0.11
H 0.49 1.97 1.34  0.04
H 1.88 0.90 1.48  0.07
H 2.16 2.37 0.46  0.09
H -4.36 1.01 -0.80  -0.02
H -3.81 -0.40 -0.09  -0.03
H -4.54 -0.44 -1.64  0.04
H 0.61 -2.41 0.42  0.06
H 2.12 -1.43 0.43  0.11
H 0.15 1.26 -1.04  0.06
H 1.97 0.58 -0.97  0.13
H -1.49 0.77 2.78  -0.12

---

Entry 2:
ORCA calculation (ωB97M-V/def2-TZVPD) on 2 unconnected molecules or ions with the total composition C4H9N2OS2 at a distorted geometry.

Its HOMO-LUMO gap is 7.477 eV. The LUMO energy is -4.32 eV. As for the total charge: +1. The value obtained for the HOMO energy is -11.8 eV.

Each line ends with the Löwdin charge.
Atoms and positions in Å:
C 0.37 0.01 -1.76  -0.32
C -1.38 -0.36 0.92  -0.45
C 1.65 -0.43 -3.76  -0.67
C 0.45 0.64 2.66  -0.34
N 1.40 0.22 -2.60  0.03
N -1.91 -1.22 0.05  0.13
O 0.08 0.62 -0.77  0.02
S 0.86 -1.67 -4.46  0.71
S -0.16 -0.88 1.93  1.05
H 2.50 -0.18 -4.31  0.04
H 0.88 0.60 3.68  0.07
H -0.15 1.54 2.71  0.06
H 1.38 0.85 2.12  0.05
H 2.08 0.90 -2.43  0.14
H -1.56 -2.15 0.26  0.13
H -2.67 -0.96 -0.51  0.12
H -1.59 0.66 0.84  0.09
H -0.35 -0.82 -2.15  0.13

---

Entry 3:
ORCA calculation (ωB97M-V/def2-TZVPD) on C4H5Cl2FS in the gas phase at a distorted geometry.

Its HOMO-LUMO gap is 7.676 eV. The LUMO energy is -1.89 eV. The value obtained for the HOMO energy is -9.6 eV. As for the SMILES: FC[C@H](Cl)C(=S)CCl.

Each line ends with the Löwdin charge.
Atoms and positions in Å:
C 0.27 -1.50 0.46  -0.23
C 0.67 -0.41 -0.55  -0.70
C 0.34 1.03 -0.35  -0.75
C -1.04 1.48 0.04  -0.32
H -0.81 -1.57 0.27  0.03
H 0.87 -2.34 0.21  0.08
H 0.03 -0.84 -1.41  0.12
H -1.14 1.55 1.37  0.19
H -1.23 2.50 -0.66  0.14
F 0.48 -1.20 1.85  -0.07
S 1.55 2.19 0.27  0.66
Cl 2.45 -0.78 -0.92  0.56
Cl -2.42 -0.11 -0.59  0.28

---

Entry 4:
ORCA calculation (ωB97M-V/def2-TZVPD) on C2H5N3OS in the gas phase at a distorted geometry.

Its HOMO-LUMO gap is 10.343 eV. The LUMO energy is 0.66 eV. The value obtained for the HOMO energy is -9.7 eV. As for the SMILES: [H]/N=C/NSC(N)=O.

Each line ends with the Löwdin charge.
Atoms and positions in Å:
C 1.67 0.18 -0.05  -0.78
C -2.03 0.06 -0.39  -0.39
H 1.91 2.23 0.12  0.10
H 0.30 1.64 0.47  0.07
H -1.23 -0.23 1.49  0.10
H -1.70 -0.19 -1.44  0.12
H -3.79 0.44 -0.88  0.05
N 1.23 1.49 0.11  0.10
N -0.97 -0.07 0.52  -0.41
N -3.20 0.42 -0.04  0.07
O 2.79 -0.16 -0.33  0.01
S 0.31 -1.05 0.09  0.97

---

Entry 5:
ORCA calculation (ωB97M-V/def2-TZVPD) on 2 unconnected molecules or ions with the total composition C3H2O2 at a distorted geometry.

Its HOMO-LUMO gap is 11.374 eV. The LUMO energy is 0.54 eV. The value obtained for the HOMO energy is -10.8 eV. As for the SMILES: O=C=O.C#C.

Each line ends with the Löwdin charge.
Atoms and positions in Å:
C 1.70 0.81 -0.54  -0.02
C 1.98 0.40 0.55  -0.02
C -2.41 -0.82 0.00  -0.41
O -1.88 -1.27 -0.93  0.20
O -2.86 -0.42 0.98  0.21
H 1.30 0.89 -1.61  0.06
H 2.17 0.42 1.56  -0.01

---

Entry 6:
ORCA calculation (ωB97M-V/def2-TZVPD) on C4H3ClN2S in the gas phase at a distorted geometry.

Its HOMO-LUMO gap is 7.911 eV. The LUMO energy is -0.44 eV. The value obtained for the HOMO energy is -8.4 eV. As for the SMILES: S=c1ncc(Cl)c[nH]1.

Each line ends with the Löwdin charge.
Atoms and positions in Å:
C -1.33 0.02 0.00  -0.66
C -0.59 -1.19 0.00  -0.13
C 1.44 -0.08 0.00  -0.90
C -0.64 1.17 0.00  -0.09
H -1.13 -2.13 0.02  0.12
H 1.29 1.96 0.03  0.15
H -1.09 2.16 -0.01  0.14
N 0.72 -1.24 0.00  0.07
N 0.71 1.09 0.00  0.04
S 3.10 -0.02 0.00  0.59
Cl -3.06 -0.01 0.00  0.68

---

Entry 7:
ORCA calculation (ωB97M-V/def2-TZVPD) on a gas-phase ion, CH2ClO3S (charge -1) at a distorted geometry.

Its HOMO-LUMO gap is 8.491 eV. The LUMO energy is 3.60 eV. As for the total charge: -1. The value obtained for the HOMO energy is -4.9 eV. As for the SMILES: O=S(=O)([O-])CCl.

Each line ends with the Löwdin charge.
Atoms and positions in Å:
C -0.08 1.07 -1.41  -0.64
O 0.07 3.21 0.45  -0.40
O -2.24 2.81 -0.30  -0.39
O -1.18 1.31 1.30  -0.42
S -0.99 2.27 0.21  0.39
Cl -0.58 -0.64 -1.45  0.44
H -0.48 1.70 -2.12  -0.04
H 1.08 1.28 -1.34  0.07

---

Entry 8:
ORCA calculation (ωB97M-V/def2-TZVPD) on a molecular structure, H26O13Xe at a distorted geometry.

Its HOMO-LUMO gap is 9.607 eV. The LUMO energy is -0.38 eV. The value obtained for the HOMO energy is -10.0 eV.

Each line ends with the Löwdin charge.
Atoms and positions in Å:
Xe -0.09 0.24 -0.22  0.74
O 3.37 1.21 0.00  -0.07
H 2.69 0.56 0.16  -0.07
H 2.90 2.00 -0.28  -0.03
O -1.27 -2.92 1.21  -0.07
H -1.31 -3.16 0.29  0.01
H -1.34 -3.74 1.69  0.07
O -0.83 -3.72 -1.64  -0.04
H -0.51 -3.13 -2.32  0.04
H -0.97 -4.55 -2.09  0.05
O -3.68 1.16 -0.18  -0.06
H -4.38 1.32 -0.82  0.07
H -4.05 1.41 0.66  0.07
O 2.59 -1.76 -2.20  -0.09
H 3.37 -2.29 -2.36  0.02
H 2.40 -1.90 -1.27  -0.05
O 1.52 1.03 3.38  -0.05
H 1.41 1.21 4.32  0.05
H 0.90 1.63 2.96  -0.02
O 2.78 -2.06 0.41  -0.06
H 2.16 -1.70 1.05  -0.03
H 2.92 -2.96 0.70  0.06
O -0.61 2.52 2.30  -0.08
H -1.31 2.86 2.87  0.06
H -0.31 3.28 1.81  0.05
O 2.07 3.78 -0.91  -0.05
H 1.49 3.19 -1.39  -0.03
H 1.50 4.23 -0.28  0.03
O 0.73 2.22 -2.77  -0.10
H -0.15 1.89 -2.61  -0.06
H 1.06 1.69 -3.50  0.06
O 0.93 -1.48 2.32  -0.12
H 0.16 -1.69 1.78  -0.06
H 0.84 -0.55 2.52  -0.03
O -3.76 -1.53 0.56  -0.07
H -2.99 -1.62 1.12  -0.01
H -3.59 -0.73 0.05  -0.03
O -2.04 1.67 -2.60  -0.09
H -2.25 1.50 -1.68  -0.05
H -2.35 0.90 -3.06  0.06

---

Calculated total energy (computed, eV): -39906.68516 -30984.27052 -42822.65498 -19508.13910 -7236.56842 -30534.07152 -30570.42921 -36002.60590
Energy relative to the best compared isomer or geometry (same formula, charge and spin) (computed, eV): 2.939 0.256 3.522 0.811 0.334 0.000 0.570 1.064